[1]
Density functional theory data (ωB97M-V/def2-TZVPD) for a 10-piece molecular cluster, C34H55NO16 overall.

Summary:
ΔE to the lowest compared entry with this formula, charge and spin	0.0000	eV
net charge	0
E_HOMO	-0.303	hartree
SMILES	c1cc[nH]c1.O=C1CCCO1.O=C1CCCO1.O=C1CCCO1.O=C1CCCO1.O=C1CCCO1.O=C1CCCO1.O=C1CCCO1.CO.CO

Each line ends with the Mulliken charge.
Element x y z (Å)
C  -4.19208  22.09143  8.86211  -0.974
C  -3.53637  22.28772  10.11086  0.072
C  -4.07905  21.35325  10.96144  -1.250
N  -5.01499  20.63694  10.28867  0.631
C  -5.06408  21.03904  8.98240  -1.362
H  -4.01059  22.58739  7.91845  0.755
H  -2.77814  23.03228  10.27601  0.481
H  -3.86929  21.25649  12.01600  0.938
H  -5.60051  19.91807  10.67981  0.045
H  -5.83944  20.74292  8.29515  0.541
O  0.83463  25.15104  10.69012  -0.580
C  0.46684  24.41841  9.82423  0.589
C  1.23900  23.30586  9.12436  -0.403
C  0.55211  23.20694  7.77496  -0.353
C  -0.86234  23.71034  8.09142  0.661
O  -0.74225  24.57838  9.21245  -0.351
H  2.25000  23.71620  9.12076  0.311
H  1.25431  22.40782  9.74064  0.111
H  1.08637  23.78447  7.01861  0.312
H  0.50729  22.20612  7.34594  0.117
H  -1.31974  24.27878  7.28223  0.279
H  -1.50375  22.84545  8.28125  -0.675
O  -2.64592  19.83940  13.59001  -0.387
C  -1.86102  19.24305  12.90403  0.182
C  -1.80373  19.12454  11.39704  1.922
C  -0.37615  18.59479  11.12188  -0.356
C  0.20599  18.25762  12.49311  -0.475
O  -0.79937  18.62933  13.46300  -0.449
H  -2.54014  18.48556  10.91288  -0.914
H  -1.91180  20.08569  10.90196  -0.397
H  -0.39406  17.74664  10.43670  0.284
H  0.23402  19.34781  10.62676  0.094
H  0.45461  17.22659  12.73362  0.313
H  1.08806  18.87146  12.67999  0.222
O  -4.80297  23.47348  17.19947  -0.542
C  -5.31779  22.93602  16.27048  0.305
C  -4.80968  21.85330  15.33723  0.251
C  -6.05452  21.04299  15.17179  0.295
C  -7.14678  22.09041  15.10988  -0.462
O  -6.63077  23.15808  15.95870  -0.416
H  -4.47724  22.33062  14.40402  -0.279
H  -3.92884  21.26116  15.57358  0.440
H  -6.09816  20.30098  14.36668  -0.456
H  -6.25388  20.31154  15.96698  0.268
H  -7.28653  22.51061  14.11100  0.283
H  -8.11519  21.81381  15.51826  0.310
O  -8.55678  18.92967  11.70705  -0.634
C  -7.66460  18.19295  12.01206  0.363
C  -7.59942  16.67854  11.89083  -0.551
C  -6.12804  16.36574  12.07270  0.092
C  -5.62782  17.57460  12.86807  0.026
O  -6.50938  18.65212  12.55496  -0.205
H  -8.23752  16.32228  12.70772  0.285
H  -8.03140  16.30252  10.96923  0.359
H  -5.90898  15.42631  12.57411  0.476
H  -5.62086  16.37128  11.10769  -0.366
H  -5.66781  17.39415  13.95037  0.326
H  -4.57495  17.79383  12.69390  -0.146
O  -2.34217  24.57396  15.98569  -0.575
C  -2.10481  24.54232  14.82190  0.489
C  -2.23599  25.64853  13.79330  -0.640
C  -2.22810  24.90209  12.46671  -0.272
C  -1.49662  23.61443  12.80587  0.351
O  -1.65951  23.40038  14.21358  -0.369
H  -3.14525  26.22596  13.94571  0.296
H  -1.40974  26.35442  13.88736  0.297
H  -3.22563  24.67394  12.09065  0.300
H  -1.68925  25.42130  11.67411  0.257
H  -1.80673  22.84695  12.09509  -0.303
H  -0.40828  23.65842  12.67504  0.225
O  -4.48200  17.63839  9.29834  -0.370
C  -3.77328  16.79207  8.83084  0.512
C  -3.04548  16.78785  7.50760  -0.083
C  -2.72122  15.31500  7.28594  -0.521
C  -2.75380  14.71789  8.69762  -0.534
O  -3.57402  15.62050  9.46942  -0.383
H  -3.70800  17.17196  6.73503  0.263
H  -2.17370  17.43861  7.56258  -0.101
H  -3.53138  14.82142  6.74956  0.289
H  -1.78168  15.15718  6.76392  0.330
H  -3.27765  13.76393  8.71512  0.285
H  -1.79675  14.58628  9.20130  0.292
O  -7.27817  20.84571  6.39786  -0.501
C  -8.09821  20.06882  6.00986  0.418
C  -7.90143  18.60110  5.70072  -0.166
C  -9.32823  18.03319  5.69576  -0.489
C  -10.17672  19.28226  5.40464  -0.436
O  -9.34723  20.43650  5.66906  -0.371
H  -7.47541  18.53526  4.69408  0.264
H  -7.16255  18.14678  6.35417  0.123
H  -9.48698  17.32088  4.89150  0.285
H  -9.55512  17.61622  6.67409  0.287
H  -10.44561  19.36274  4.35056  0.282
H  -11.08960  19.31684  5.99337  0.289
C  -4.68857  22.44330  4.66244  -0.323
O  -3.27206  22.33324  4.42569  -0.479
H  -5.24212  22.20414  3.75451  0.366
H  -4.93816  21.73636  5.44771  -0.049
H  -4.90644  23.46611  4.96936  0.260
H  -3.09211  22.43662  3.48909  0.266
C  -1.75375  20.20892  6.76279  -0.570
O  -2.09526  19.72486  8.05303  -0.084
H  -2.07595  21.23927  6.58568  0.064
H  -0.67199  20.17497  6.64134  0.337
H  -2.21537  19.58000  5.99305  0.213
H  -3.00251  19.99948  8.25295  0.026

[2]
Density functional theory data (ωB97M-V/def2-TZVPD) for C34H56Br6Cl6N2O14Zr as an isolated structure.

Summary:
net charge	+2
E_HOMO	-0.493	hartree

Each line ends with the Mulliken charge.
Element x y z (Å)
Zr  -12.37443  -5.11469  8.18954  1.379
C  -8.87683  -4.86219  10.71587  -2.089
C  -8.19026  -5.41493  9.47872  1.630
C  -6.76475  -5.89246  9.98883  -1.323
C  -5.93575  -6.69618  8.99172  -0.789
C  -6.87273  -7.79317  8.55042  -1.436
C  -8.17480  -7.34152  7.83987  1.783
N  -8.91580  -6.51413  8.79754  0.065
O  -10.29111  -6.14690  8.40885  0.392
C  -8.80791  -8.77503  7.64193  -1.768
C  -7.86652  -6.66672  6.50520  -1.563
C  -7.84563  -4.29518  8.40893  -1.567
H  -8.23817  -4.38862  11.46149  0.447
H  -9.26603  -5.72211  11.26099  0.458
H  -9.70709  -4.22855  10.40398  0.343
H  -6.84457  -6.37676  10.96206  0.507
H  -6.09778  -5.04521  10.14825  0.403
H  -5.06122  -7.12612  9.48006  0.470
H  -5.51760  -6.19371  8.11950  0.307
H  -7.04039  -8.49547  9.36699  0.434
H  -6.20595  -8.23290  7.80871  0.384
H  -8.87708  -9.43216  8.50882  0.253
H  -8.28814  -9.37357  6.89380  0.671
H  -9.79793  -8.70870  7.19077  0.047
H  -6.95679  -6.06771  6.46418  0.255
H  -8.65935  -5.96749  6.23952  0.285
H  -7.95504  -7.45034  5.75273  0.496
H  -7.78495  -3.34162  8.93346  0.471
H  -8.52329  -4.29976  7.55519  0.277
H  -6.84501  -4.40278  7.99027  0.269
C  -16.00422  -6.94408  9.31487  -1.262
C  -15.18639  -7.68212  10.39983  1.677
C  -15.77639  -9.10984  10.43429  -0.371
C  -15.02425  -10.04934  11.29296  -0.311
C  -13.59186  -10.22287  10.77414  -1.512
C  -12.91564  -8.87217  10.52529  2.096
N  -13.75582  -7.77813  9.97313  1.354
O  -13.15885  -6.50689  9.84705  0.310
C  -11.81403  -9.34592  9.53369  -1.428
C  -12.23267  -8.41194  11.84603  -0.910
C  -15.46439  -6.95767  11.75561  -1.291
H  -15.83673  -5.90027  9.58039  -0.005
H  -17.08333  -7.05269  9.42369  0.239
H  -15.68810  -7.19893  8.30332  0.051
H  -15.68831  -9.43028  9.39619  0.003
H  -16.83318  -9.18647  10.69010  -0.168
H  -15.39377  -11.07320  11.35032  -0.013
H  -15.00316  -9.60595  12.28848  -0.129
H  -13.64553  -10.83389  9.87308  0.463
H  -12.91329  -10.80366  11.39891  0.185
H  -12.16351  -9.67892  8.55642  0.205
H  -11.33107  -10.18496  10.03456  0.162
H  -11.07209  -8.55112  9.45674  -0.063
H  -11.62677  -7.50610  11.86668  -0.344
H  -11.60032  -9.20688  12.24138  0.577
H  -12.93332  -8.18002  12.64816  -0.005
H  -14.99224  -7.32795  12.66559  -0.058
H  -16.54729  -6.97449  11.87864  0.440
H  -15.13921  -5.92054  11.67358  0.372
C  -11.09660  -13.40990  9.91663  0.009
Br  -9.43196  -12.28875  9.38245  -0.052
Br  -11.27306  -13.57681  11.88267  -0.036
Br  -11.25468  -15.24904  9.16391  -0.002
H  -12.02127  -12.93463  9.58918  0.052
C  -13.17307  -9.97428  15.52828  -0.429
Br  -14.84855  -8.94039  15.43223  -0.023
Br  -13.25071  -11.67575  14.51604  0.042
Br  -12.82242  -10.40474  17.45022  -0.015
H  -12.35202  -9.36207  15.15520  0.399
C  -19.87799  -9.92529  11.36819  0.337
Cl  -20.71118  -9.95649  12.93496  -0.098
Cl  -19.41960  -8.26661  10.86331  -0.112
Cl  -20.79731  -10.77935  10.04421  -0.128
H  -18.96161  -10.51115  11.43974  0.018
C  -16.62819  -1.21078  10.04984  -0.093
Cl  -17.13963  -0.73686  8.42134  -0.092
Cl  -15.12491  -0.33800  10.46708  -0.102
Cl  -16.42353  -3.02658  10.11716  -0.047
H  -17.42007  -0.81603  10.68639  0.338
C  -12.04646  -5.20912  13.88517  0.026
C  -11.86834  -4.49182  12.60028  0.954
O  -11.21959  -3.28376  12.90990  -0.404
C  -10.67457  -3.38421  14.04318  0.631
O  -9.94981  -2.55438  14.53106  -0.566
O  -11.07592  -4.48611  14.65450  -0.383
H  -11.74549  -6.25666  13.87134  0.153
H  -13.02902  -5.06023  14.33294  0.256
H  -12.82000  -4.22881  12.13849  0.125
H  -11.27998  -5.09520  11.90901  -0.744
C  -13.63166  -10.08698  5.69920  -0.393
C  -12.67129  -9.51458  4.69359  -0.339
O  -12.17354  -8.37465  5.37937  -0.327
C  -12.92294  -8.11340  6.40630  0.335
O  -12.82078  -7.05635  7.10004  -0.385
O  -13.78532  -9.06021  6.62540  -0.039
H  -13.24159  -10.99696  6.15514  0.292
H  -14.60426  -10.29772  5.25453  0.267
H  -13.18043  -9.35249  3.74354  0.345
H  -11.92241  -10.30576  4.65748  0.306
C  -19.67326  -8.68901  6.93473  -0.361
C  -18.71957  -9.76972  7.25074  0.314
O  -17.59228  -9.50114  6.46914  -0.282
C  -17.60901  -8.22238  6.06835  0.710
O  -16.65211  -7.75401  5.41220  -0.609
O  -18.76224  -7.59028  6.50960  -0.344
H  -20.32874  -8.41075  7.75997  0.312
H  -20.29637  -8.96211  6.08310  0.306
H  -19.09494  -10.77969  7.08596  0.334
H  -18.39665  -9.77605  8.29179  -0.271
C  -14.96462  -14.35778  11.19849  0.690
C  -15.99465  -15.27492  11.77998  -0.501
O  -16.12248  -16.29630  10.85329  -0.331
C  -15.87539  -15.81761  9.63113  0.655
O  -16.10035  -16.32174  8.54065  -0.567
O  -15.18349  -14.68298  9.81062  -0.265
H  -13.95921  -14.66767  11.48347  -0.063
H  -15.14717  -13.30531  11.41550  -0.260
H  -16.94476  -14.74173  11.81323  0.317
H  -15.62653  -15.56978  12.76266  0.387

Q: Number 1 is which compound?
A: C34H55NO16